Formula: C6H12O
Source: the OMol25 dataset
Level of theory: ωB97M-V/def2-TZVPD

Its LUMO energy is 0.03627 hartree. The HOMO energy comes out at -9.695 eV. The total charge is 0. The value obtained for the frontier orbital gap is 10.68 eV.

Element x y z (Å)
C1 2.692767 0.072535 0.474892
C2 1.445437 -0.207600 -0.372265
C3 0.140675 -0.254271 0.455720
C4 -1.154770 -0.185639 -0.391131
C5 -2.420455 -0.551699 0.396174
C6 -1.245788 1.207584 -0.983595
O1 -2.050483 2.045308 -0.650907
H1 3.591294 0.013297 -0.149013
H2 2.807695 -0.655414 1.287233
H3 2.673211 1.077559 0.916847
H4 1.398234 0.543450 -1.175134
H5 1.549624 -1.177920 -0.875780
H6 0.134865 -1.175217 1.053292
H7 0.111967 0.582757 1.170030
H8 -1.016502 -0.897161 -1.218158
H9 -2.539210 -1.639100 0.461886
H10 -2.371522 -0.138717 1.409930
H11 -3.299269 -0.122409 -0.095493
H12 -0.447777 1.462657 -1.714525

Cartesian forces, eV/Å:
C 0.0351 -0.0550 -0.0950
C -0.1174 -0.0399 0.1441
C 0.1523 0.3420 -0.0897
C -0.0322 -0.2369 0.0022
C 0.1954 0.1435 -0.0586
C 0.0508 0.2118 0.2939
O 0.2209 -0.4074 -0.2101
H -0.1028 -0.0021 0.1166
H -0.0788 0.1210 -0.1185
H -0.1133 -0.2254 -0.0711
H -0.0912 -0.1636 0.2674
H 0.0543 0.1462 0.0272
H -0.0581 0.1426 -0.0989
H 0.0857 -0.1523 -0.0699
H -0.0882 0.1739 -0.0644
H 0.0674 0.2176 0.0384
H -0.0685 -0.0647 -0.1581
H 0.0983 -0.1512 0.1352
H -0.2099 -0.0001 0.0094